Entry 1:
Below is a cluster of 22 separate species, C78H213N13O35 in total at a distorted geometry, with properties calculated with ωB97M-V/def2-TZVPD.

Last column: Mulliken charge in e.
Geometry (Å):
O  -4.172  -18.925  33.550  0.58
O  -9.413  -11.472  37.566  -0.84
O  -0.254  -17.861  39.588  -0.76
O  2.299  -12.166  37.966  -0.87
O  -4.234  -16.659  29.888  0.22
O  0.867  -18.994  33.660  0.17
O  -1.830  -7.915  37.590  0.80
O  -5.616  -6.425  37.093  -0.76
O  3.874  -12.073  29.651  -0.20
O  -9.365  -4.238  32.385  -0.31
O  1.427  -10.937  35.749  -0.38
O  -6.846  -8.217  43.807  -0.22
O  0.853  -16.513  25.985  -0.37
O  -3.011  -14.429  42.061  -0.63
O  -4.151  -11.314  38.957  0.42
O  -0.946  -13.270  30.183  0.15
O  -7.837  -16.563  37.372  -0.50
O  0.948  -13.291  40.267  -0.50
O  3.936  -14.670  34.493  -0.51
O  -2.338  -8.713  42.384  0.01
O  -2.273  -18.401  38.013  -0.42
O  1.662  -9.946  33.395  0.07
O  -8.157  -10.353  34.963  -0.58
O  -3.027  -10.560  33.604  -0.08
O  -6.573  -15.271  32.513  0.22
O  -4.767  -14.440  34.451  3.55
O  -0.887  -15.326  40.576  -0.42
O  -1.126  -11.817  35.122  2.15
O  -7.743  -7.247  38.788  -0.09
O  -2.529  -4.914  39.809  -0.55
O  3.876  -16.972  38.869  -0.33
O  -8.133  -14.190  40.927  -0.34
O  -7.865  -6.954  50.782  -0.32
O  0.562  -16.831  30.189  -0.06
O  -2.428  -15.849  34.629  0.89
N  -7.814  -13.782  37.953  -0.60
N  -2.621  -14.993  28.295  0.51
N  -5.179  -12.555  32.038  -0.14
N  -5.700  -5.092  39.297  -0.30
N  -0.884  -9.171  39.862  0.05
N  -8.007  -8.335  47.343  -0.31
N  2.737  -14.870  36.911  -0.90
N  -3.903  -16.383  39.647  0.68
N  -0.138  -18.615  27.889  -0.54
N  -2.591  -13.579  36.542  0.50
N  4.259  -10.941  32.438  0.28
N  -1.778  -20.586  33.760  -0.02
N  -9.087  -7.260  33.177  -0.31
C  -6.738  -15.767  36.861  1.43
C  1.478  -16.736  31.282  -0.82
C  -2.541  -7.628  43.276  -0.95
C  -3.417  -5.940  39.697  2.05
C  -5.327  -18.574  34.415  -1.40
C  -7.698  -8.775  44.864  -0.53
C  -4.226  -14.451  41.284  0.62
C  -5.282  -13.692  31.097  0.15
C  -0.611  -8.639  37.483  -0.62
C  0.292  -13.352  30.851  -0.10
C  -1.912  -6.947  36.519  -0.90
C  -6.888  -13.372  39.025  1.27
C  -1.025  -18.170  28.981  0.57
C  -7.899  -15.699  32.867  -0.64
C  2.950  -15.955  39.115  -1.25
C  -8.692  -6.980  51.867  -0.73
C  -3.913  -11.918  37.691  0.94
C  2.021  -15.753  37.888  1.23
C  -7.437  -7.897  46.093  -0.70
C  -0.437  -20.987  33.378  -0.74
C  -2.211  -13.557  28.109  -1.27
C  -0.652  -9.751  38.537  -0.04
C  -0.786  -13.369  28.776  -0.93
C  -1.399  -15.195  35.289  -2.08
C  2.692  -13.925  34.618  -0.10
C  -4.659  -15.882  40.822  -1.74
C  -1.791  -14.725  36.722  0.95
C  -8.098  -17.742  36.600  -0.50
C  1.924  -18.398  34.414  -0.87
C  -7.148  -14.269  36.718  0.27
C  -3.102  -13.269  37.855  -1.17
C  -3.980  -15.367  27.829  -0.76
C  -4.739  -5.635  40.337  0.01
C  -4.119  -20.317  33.279  -1.00
C  -5.162  -17.571  30.548  -1.30
C  -6.933  -11.161  35.150  0.50
C  -7.734  -6.450  39.980  0.10
C  4.095  -13.209  28.805  -0.78
C  -2.135  -16.012  33.223  0.16
C  -9.213  -8.188  34.322  -1.01
C  -7.444  -7.689  48.473  -0.43
C  1.064  -15.244  25.345  -0.75
C  -8.384  -7.634  49.627  -0.59
C  -1.003  -9.308  42.305  -1.10
C  1.872  -14.528  35.796  1.35
C  -4.338  -17.714  39.234  -1.56
C  -0.542  -16.801  26.159  -0.13
C  0.614  -20.239  34.251  -0.58
C  -6.579  -14.476  31.347  -1.67
C  -1.639  -18.639  36.731  -0.88
C  -2.486  -13.165  42.367  -0.66
C  -7.875  -8.952  34.597  -0.19
C  4.079  -10.039  33.543  -1.06
C  -8.988  -3.279  31.384  -0.69
C  5.017  -11.556  30.221  -0.72
C  -3.816  -12.095  31.855  1.44
C  -0.312  -17.955  30.373  -0.17
C  -1.157  -5.240  40.121  -0.34
C  -6.890  -9.013  42.625  -0.47
C  -3.654  -10.652  32.332  -1.54
C  4.592  -14.343  33.209  -0.53
C  4.712  -17.222  40.000  -0.82
C  2.815  -9.073  33.412  -0.75
C  -0.857  -10.082  40.999  0.06
C  -10.295  -6.409  32.973  -0.66
C  -8.676  -14.005  42.204  -0.90
C  -10.017  -5.380  31.833  -0.67
C  -4.318  -16.736  28.442  -0.90
C  0.490  -9.245  32.965  -0.82
C  -7.065  -5.044  39.717  -1.05
C  4.788  -10.409  31.226  -0.68
C  -7.613  -12.939  40.324  -0.86
C  -2.731  -20.748  32.661  -0.27
C  -4.707  -9.953  38.900  0.60
C  -3.215  -9.296  34.244  -0.89
C  -8.364  -8.490  38.906  -0.34
C  -3.676  -18.197  37.960  -0.08
C  -0.754  -18.274  26.572  -0.86
H  -5.941  -15.840  37.601  -0.97
H  -8.717  -6.340  40.440  0.46
H  1.305  -12.872  39.484  0.28
H  1.109  -16.493  32.278  -0.01
H  -1.732  -11.483  34.459  -0.74
H  -5.235  -13.351  30.063  0.73
H  -3.741  -14.028  38.306  -0.35
H  2.093  -15.879  31.007  0.29
H  -3.324  -13.839  35.897  -0.29
H  -1.680  -7.342  35.530  0.04
H  -7.955  -14.270  35.985  0.51
H  -5.333  -16.980  28.129  0.62
H  1.900  -16.723  37.405  -0.01
H  -10.817  -4.939  31.238  0.52
H  -9.710  -6.677  51.621  0.29
H  -7.913  -6.992  45.714  0.23
H  -4.077  -19.190  37.755  0.69
H  -8.442  -12.246  40.176  0.72
H  -10.534  -5.802  33.846  0.31
H  -3.441  -6.121  38.623  -0.94
H  -0.984  -17.792  31.216  -0.36
H  -4.270  -9.048  34.358  0.20
H  1.141  -12.972  30.283  0.50
H  -9.371  -7.661  35.263  0.31
H  -2.919  -9.376  35.290  -0.07
H  -6.216  -17.383  30.342  0.42
H  -1.558  -17.239  28.790  -0.84
H  -2.526  -20.112  31.801  -0.09
H  -1.178  -6.158  36.687  0.42
H  1.503  -12.977  40.982  0.21
H  -1.643  -8.508  39.923  0.07
H  -1.797  -12.809  41.601  0.03
H  -6.626  -10.065  42.733  0.58
H  -0.958  -18.147  39.006  0.68
H  -0.444  -9.804  32.927  -0.30
H  -8.516  -17.496  35.624  0.25
H  -7.778  -16.129  33.861  -0.16
H  -0.662  -5.809  39.333  0.11
H  -7.651  -4.520  38.961  0.41
H  2.927  -8.453  32.523  0.56
H  3.996  -14.588  32.330  0.00
H  -5.416  -17.688  39.078  0.49
H  0.089  -10.617  40.915  0.37
H  3.399  -15.017  39.441  0.51
H  2.096  -14.912  25.456  0.29
H  -7.191  -18.313  36.400  0.06
H  1.922  -18.513  35.498  0.53
H  -2.827  -21.749  32.239  0.56
H  -7.186  -6.636  48.357  0.32
H  5.607  -11.151  29.399  0.49
H  -6.347  -13.576  36.461  -0.85
H  -8.714  -12.117  37.677  0.50
H  0.502  -11.159  35.649  -0.13
H  0.307  -8.396  33.624  0.43
H  0.489  -17.829  27.984  0.44
H  0.287  -18.831  30.625  0.39
H  -8.707  -8.602  50.010  0.33
H  -9.169  -14.937  42.479  0.28
H  -4.594  -10.100  32.343  0.28
H  -9.421  -8.346  39.126  0.50
H  -2.861  -6.414  36.462  0.13
H  -2.352  -15.497  37.249  -0.44
H  -9.396  -5.861  31.078  0.34
H  -6.587  -10.990  36.170  0.16
H  5.501  -14.934  33.092  0.44
H  5.677  -9.822  31.457  0.42
H  -0.696  -16.028  35.264  0.47
H  -6.216  -12.633  38.588  -0.77
H  -9.901  -2.739  31.135  0.28
H  4.940  -13.311  33.168  0.26
H  -0.273  -14.592  40.583  -0.01
H  1.067  -13.814  35.971  -0.42
H  0.315  -10.250  38.609  0.71
H  -1.646  -10.824  40.875  -0.27
H  4.869  -13.856  29.218  0.34
H  -11.165  -7.037  32.782  0.41
H  -2.213  -15.135  32.580  -0.67
H  -3.202  -12.797  32.420  -0.46
H  -1.085  -16.302  33.173  -0.10
H  -0.312  -12.472  28.376  0.44
H  -7.174  -4.365  40.562  0.44
H  -5.236  -18.901  35.451  0.35
H  -5.015  -17.578  31.628  0.16
H  -4.260  -13.689  40.506  -0.56
H  2.318  -13.011  37.515  0.24
H  -0.615  -4.297  40.197  0.37
H  -7.389  -9.772  45.179  0.33
H  -5.050  -9.649  39.889  -0.16
H  -4.420  -14.346  31.225  -0.20
H  -2.734  -8.508  33.663  0.39
H  -6.389  -7.606  46.174  0.42
H  5.674  -12.302  30.667  0.34
H  -5.716  -15.910  40.558  0.78
H  -5.372  -17.487  34.474  0.18
H  -1.834  -18.423  26.552  0.36
H  -7.356  -13.711  31.342  0.64
H  -3.830  -9.386  38.589  -0.29
H  -8.607  -3.817  30.516  0.30
H  1.450  -15.469  35.443  -0.24
H  -8.291  -9.149  38.041  -0.13
H  -4.012  -17.700  37.050  -0.14
H  -5.019  -14.119  41.954  0.62
H  -4.078  -15.094  34.571  -1.10
H  -3.402  -7.018  43.004  0.16
H  -2.334  -13.074  38.603  0.33
H  4.362  -12.743  27.857  0.36
H  -4.937  -18.577  30.195  0.38
H  -0.343  -18.851  25.743  0.36
H  3.303  -13.933  28.611  0.15
H  -3.335  -11.213  37.094  -0.18
H  2.341  -16.329  39.938  0.54
H  -5.358  -4.152  39.162  0.25
H  -0.391  -16.918  39.686  0.21
H  -2.597  -16.935  32.874  -0.34
H  -1.672  -12.353  35.697  -0.35
H  0.469  -14.377  31.178  -0.20
H  -2.943  -16.392  39.960  -0.27
H  -1.498  -15.134  41.288  0.52
H  -7.312  -12.183  35.137  -0.21
H  -6.270  -16.116  35.940  -0.30
H  -1.119  -14.380  34.622  1.00
H  0.219  -20.049  35.250  0.19
H  -0.438  -9.071  36.497  -0.30
H  -2.970  -6.857  40.082  -0.89
H  -6.192  -8.658  41.867  -0.42
H  5.159  -16.263  40.262  0.35
H  1.460  -20.924  34.302  0.43
H  4.078  -10.677  34.427  0.22
H  -5.453  -5.854  37.843  0.65
H  -7.778  -9.318  47.349  0.26
H  -0.865  -9.927  43.191  0.47
H  2.136  -17.602  31.346  0.48
H  2.976  -12.908  34.887  0.13
H  -4.843  -20.555  32.499  0.37
H  3.501  -15.356  36.463  0.55
H  -3.734  -17.597  28.118  0.24
H  -4.406  -16.612  41.591  0.58
H  -1.785  -17.719  36.165  0.30
H  -6.255  -19.028  34.067  0.58
H  -4.094  -15.232  26.753  0.51
H  -10.039  -8.892  34.226  0.42
H  -6.755  -12.514  40.845  0.14
H  1.118  -15.312  38.310  -0.70
H  -9.323  -7.157  49.348  0.32
H  -8.380  -6.549  33.298  0.27
H  -7.237  -7.070  40.726  -0.34
H  2.054  -17.337  34.201  -0.18
H  -7.184  -8.375  35.211  0.27
H  -8.170  -16.535  32.223  0.15
H  -0.900  -16.078  26.892  -0.06
H  -1.821  -18.907  29.091  0.65
H  -8.005  -13.899  43.057  0.29
H  -5.054  -6.602  40.728  -0.35
H  0.773  -15.285  24.296  0.35
H  -7.964  -9.103  39.713  0.08
H  -2.164  -13.353  27.040  0.58
H  -7.893  -8.896  42.214  0.47
H  -6.656  -15.135  30.482  0.23
H  -6.291  -7.033  37.395  0.31
H  -0.854  -14.502  37.231  -0.53
H  -2.631  -8.011  44.293  0.34
H  -6.143  -11.210  34.401  -0.05
H  1.665  -10.520  34.921  0.35
H  -4.825  -14.790  28.204  0.21
H  -3.207  -12.364  42.529  0.44
H  -6.275  -14.218  39.336  0.11
H  -4.699  -4.887  41.128  0.34
H  -1.929  -13.256  43.299  0.43
H  4.967  -9.429  33.708  0.59
H  2.802  -8.224  34.097  0.44
H  -1.209  -16.612  25.318  0.51
H  -5.584  -9.872  38.258  -0.25
H  -8.819  -18.397  37.090  0.37
H  -3.444  -12.141  30.831  -0.59
H  -8.350  -6.413  52.733  0.26
H  5.501  -17.901  39.675  0.25
H  -8.541  -14.818  32.871  0.42
H  0.663  -8.968  31.926  0.49
H  -4.291  -20.863  34.206  0.34
H  -0.234  -20.896  32.311  0.30
H  -5.442  -12.987  32.912  -0.38
H  4.025  -9.734  30.837  0.35
H  4.292  -17.648  40.911  0.28
H  2.028  -13.921  33.753  0.02
H  -9.446  -13.234  42.246  0.34
H  -4.094  -18.391  40.052  0.53
H  -4.853  -12.161  37.195  -0.72
H  -0.986  -5.794  41.043  0.02
H  0.137  -12.714  31.721  -0.20
H  -7.300  -9.063  33.678  0.34
H  -8.734  -7.999  52.252  0.30
H  -2.942  -12.831  28.466  0.44
H  0.471  -14.402  25.702  0.20
H  -5.369  -14.839  33.823  -0.63
H  -0.413  -22.027  33.702  0.44
H  -1.789  -19.590  33.930  -0.25
H  -2.626  -15.159  29.291  -0.47
H  1.877  -11.572  37.345  0.46
H  -1.423  -10.489  38.315  -0.57
H  0.266  -8.038  37.724  0.35
H  3.312  -11.238  32.249  -0.19
H  -0.582  -18.892  36.806  0.24
H  -0.077  -14.189  28.661  0.53
H  -8.173  -14.637  38.353  0.58
H  -0.236  -8.536  42.368  0.43
H  -8.249  -2.598  31.808  0.23
H  2.787  -18.974  34.077  0.54
H  -2.161  -19.449  36.221  0.55
H  -6.555  -8.270  48.719  0.29
H  -8.753  -8.727  44.594  0.31
H  -2.972  -10.111  31.677  0.56
H  -1.694  -6.942  43.267  0.37
H  -9.134  -10.942  36.819  0.15

Results
HOMO-LUMO gap ... 8.563 eV
Maximum force ... 3.7 eV/A
DFT total energy ... -6444.1211 Ha

---

Entry 2:
Below is the molecule C4H5NOS at a distorted geometry, with properties calculated with ωB97M-V/def2-TZVPD.

Last column: Mulliken spin population.
Geometry (Å):
S  0.377  -0.404  1.653  0.33
O  0.462  -1.330  -1.987  0.16
N  -0.190  0.527  -0.925  -0.14
C  -0.043  -0.105  -2.038  0.43
C  0.336  -0.435  -0.032  0.43
C  0.748  -1.579  -0.727  0.75
C  -0.547  1.162  1.888  -0.01
H  -1.245  1.205  2.723  0.01
H  -0.388  0.245  -3.060  0.01
H  -0.864  1.330  0.777  0.00
H  1.123  -2.562  -0.426  0.01
H  0.232  1.946  2.154  0.02

Results
HOMO-LUMO gap (spin up / spin down) ... 5.261 / 8.379 eV
Expectation value of S² ... 2.029
Maximum force ... 5.1 eV/A
Spin multiplicity ... 3
DFT total energy ... -683.4182 Ha

---

Entry 3:
Below is the molecule C6H8O2 at a distorted geometry, with properties calculated with ωB97M-V/def2-TZVPD.

Last column: natural (NBO) charge in e.
Geometry (Å):
O  -1.830  1.251  -0.181  -0.73
O  -0.231  -1.912  -0.085  -0.49
C  0.921  -0.081  0.781  -0.25
C  -0.214  -0.724  -0.977  0.06
C  1.224  1.189  0.088  -0.41
C  -0.530  -0.816  0.773  0.05
C  -1.361  -0.170  -0.120  0.05
C  1.099  0.025  -0.661  -0.28
H  0.626  1.981  -0.245  0.23
H  2.351  1.587  -0.063  0.22
H  -0.191  -1.305  -1.917  0.22
H  -2.506  1.491  0.686  0.48
H  1.403  -0.847  1.545  0.24
H  2.219  -0.016  -1.196  0.23
H  -0.705  -0.955  1.847  0.19
H  -2.275  -0.698  -0.274  0.20

Results
HOMO-LUMO gap ... 10.403 eV
Maximum force ... 8.3 eV/A
DFT total energy ... -383.6393 Ha